Entry 1:
Formula: C33H24N4NiO4S3
Source: the Open Molecules 2025 dataset
Level of theory: ωB97M-V/def2-TZVPD

Last column: Mulliken spin population.
Atoms and positions in Å:
1 Ni -0.67 -0.48 0.64  1.63
2 O 0.13 -0.27 2.58  0.04
3 C 1.57 -0.07 2.67  0.01
4 C 2.11 0.06 1.21  0.00
5 O 3.31 0.21 1.09  0.00
6 O 1.23 0.04 0.27  0.06
7 C 2.23 -1.27 3.34  -0.01
8 C 1.56 -2.48 3.49  0.00
9 C 2.20 -3.56 4.09  0.00
10 C 3.51 -3.45 4.53  0.00
11 C 4.18 -2.24 4.37  0.00
12 C 3.54 -1.16 3.78  0.00
13 C 1.78 1.23 3.44  0.00
14 C 1.49 1.24 4.81  0.00
15 C 1.55 2.42 5.53  0.00
16 C 1.92 3.61 4.90  0.00
17 C 2.22 3.59 3.55  0.00
18 C 2.15 2.41 2.82  0.00
19 H -0.20 -0.73 3.36  -0.01
20 H 0.55 -2.61 3.14  0.00
21 H 1.67 -4.50 4.20  0.00
22 H 4.00 -4.29 4.99  0.00
23 H 5.20 -2.14 4.71  0.00
24 H 4.07 -0.22 3.65  0.00
25 H 1.22 0.32 5.31  0.00
26 H 1.32 2.42 6.59  0.00
27 H 1.98 4.53 5.46  0.00
28 H 2.53 4.51 3.05  0.00
29 H 2.41 2.41 1.77  0.00
30 C -1.41 -0.80 -3.65  0.00
31 C -1.56 0.53 -4.01  0.00
32 C -1.50 1.50 -3.03  0.00
33 C -1.29 1.12 -1.71  0.00
34 N -1.15 -0.17 -1.37  0.05
35 C -1.21 -1.10 -2.32  0.00
36 C -1.24 2.09 -0.58  0.01
37 C -1.28 3.47 -0.76  0.00
38 C -1.27 4.28 0.36  0.00
39 C -1.23 3.71 1.62  0.00
40 C -1.19 2.33 1.71  0.00
41 N -1.19 1.55 0.63  0.06
42 H -1.45 -1.59 -4.39  0.00
43 H -1.73 0.81 -5.04  0.00
44 H -1.63 2.54 -3.28  0.00
45 H -1.12 -2.13 -2.00  0.00
46 H -1.32 3.90 -1.75  0.00
47 H -1.29 5.36 0.25  0.00
48 H -1.22 4.31 2.52  0.00
49 H -1.16 1.82 2.66  0.00
50 O 0.63 -3.44 0.10  -0.01
51 C 0.11 -2.47 0.34  0.05
52 S -6.23 0.13 -2.66  0.00
53 C -5.47 0.00 -1.20  0.00
54 S -4.27 -1.21 -0.87  0.00
55 C -3.94 -0.50 0.70  -0.02
56 N -4.69 0.50 0.96  0.02
57 N -5.56 0.77 -0.08  0.00
58 C -6.41 1.91 0.11  0.00
59 C -5.91 2.98 0.85  0.00
60 C -6.71 4.09 1.06  0.00
61 C -8.00 4.14 0.54  0.00
62 C -8.48 3.07 -0.19  0.00
63 C -7.70 1.95 -0.40  0.00
64 S -2.71 -1.09 1.75  0.08
65 H -4.92 2.92 1.27  0.00
66 H -6.32 4.92 1.64  0.00
67 H -8.62 5.02 0.71  0.00
68 H -9.49 3.09 -0.59  0.00
69 H -8.08 1.11 -0.96  0.00

The expectation value of S² is 2.0069. Its HOMO energy (spin up / spin down) is -0.2782 / -0.2811 Ha. As for the total energy: -4494.88611 Eh. The HOMO-LUMO gap (spin up / spin down) is 6.9 / 7.0 eV. The calculation puts the LUMO energy (spin up / spin down) at -0.72 / -0.69 eV. Its spin multiplicity is 3.

---

Entry 2:
Formula: C33H25BrClN5O3PtS
Source: the Open Molecules 2025 dataset
Level of theory: ωB97M-V/def2-TZVPD

Last column: Mulliken spin population.
Atoms and positions in Å:
1 Pt -0.84 1.05 0.47  1.27
2 Cl 4.40 3.31 4.82  0.08
3 C 3.00 2.57 4.21  0.26
4 C 2.58 1.33 4.75  -0.07
5 C 1.49 0.72 4.24  0.17
6 C 0.74 1.28 3.14  0.11
7 O -0.19 0.61 2.64  0.34
8 C 1.14 2.61 2.66  0.11
9 C 0.43 3.37 1.67  0.01
10 N -0.67 3.05 1.07  0.21
11 C -1.28 3.96 0.20  -0.01
12 C -1.37 5.31 0.45  0.04
13 C -2.00 6.17 -0.46  -0.01
14 C -2.51 5.69 -1.63  0.04
15 C -2.45 4.31 -1.93  0.00
16 C -2.93 3.76 -3.13  0.00
17 C -2.87 2.41 -3.34  0.00
18 C -2.32 1.60 -2.33  0.00
19 N -1.83 2.09 -1.22  0.13
20 C -1.86 3.43 -0.99  0.01
21 C 2.28 3.19 3.20  -0.03
22 H 3.14 0.90 5.57  0.00
23 H 1.15 -0.24 4.63  0.00
24 H 0.89 4.33 1.41  0.02
25 H -0.97 5.70 1.37  0.00
26 H -2.08 7.22 -0.22  0.00
27 H -2.99 6.36 -2.34  0.00
28 H -3.35 4.42 -3.88  0.00
29 H -3.24 1.96 -4.25  0.00
30 H -2.29 0.52 -2.45  0.00
31 H 2.60 4.15 2.82  0.00
32 Br 0.76 -6.71 -6.07  0.01
33 C 1.66 -6.02 -4.57  0.08
34 C 2.22 -6.90 -3.65  -0.04
35 C 2.90 -6.39 -2.56  0.08
36 C 3.00 -5.00 -2.38  0.03
37 C 2.43 -4.13 -3.32  0.06
38 C 1.76 -4.64 -4.41  -0.03
39 N 3.72 -4.56 -1.30  0.25
40 N 3.90 -3.43 -0.88  0.21
41 C 3.19 -2.33 -0.66  0.15
42 C 3.92 -1.13 -0.49  -0.01
43 C 3.29 0.08 -0.36  0.05
44 C 1.87 0.17 -0.35  0.06
45 O 1.29 1.28 -0.32  0.19
46 C 1.11 -1.08 -0.36  0.01
47 N -0.23 -0.99 -0.18  0.11
48 C -0.98 -2.07 -0.22  -0.01
49 C -0.43 -3.34 -0.40  0.00
50 C 0.94 -3.47 -0.53  0.00
51 C 1.74 -2.32 -0.54  0.01
52 H 2.14 -7.97 -3.79  0.00
53 H 3.36 -7.04 -1.83  0.00
54 H 2.52 -3.06 -3.19  0.00
55 H 1.32 -3.98 -5.14  0.00
56 H 5.00 -1.19 -0.52  -0.01
57 H 3.86 1.00 -0.30  0.00
58 H -2.04 -1.93 -0.09  0.00
59 H -1.07 -4.21 -0.41  0.00
60 H 1.38 -4.45 -0.60  0.01
61 C -3.22 -1.09 3.38  0.00
62 S -3.28 0.55 2.65  0.01
63 C -5.07 0.74 2.63  0.00
64 O -2.92 0.34 1.18  0.08
65 H -3.60 -1.04 4.40  0.00
66 H -2.17 -1.40 3.39  0.00
67 H -3.82 -1.78 2.78  0.00
68 H -5.45 0.66 3.65  0.00
69 H -5.50 -0.04 1.99  0.00
70 H -5.30 1.72 2.22  0.00

The expectation value of S² is 6.0983. Its HOMO energy (spin up / spin down) is -0.4539 / -0.4934 Ha. As for the total energy: -5323.12212 Eh. The HOMO-LUMO gap (spin up / spin down) is 6.1 / 5.6 eV. The calculation puts the LUMO energy (spin up / spin down) at -6.21 / -7.83 eV. Its spin multiplicity is 5. As for the net charge: +2.

---

Entry 3:
Formula: C33H25BrN7O3PS2Se2Tc
Source: the Open Molecules 2025 dataset
Level of theory: ωB97M-V/def2-TZVPD

Last column: Mulliken spin population.
Atoms and positions in Å:
1 Tc 0.22 0.91 0.71  0.11
2 Se -1.24 2.54 -0.37  0.02
3 P -0.76 2.66 -2.58  0.00
4 Se -0.88 0.83 -3.61  0.00
5 C -2.00 3.87 -3.09  0.00
6 C -2.11 5.10 -2.42  0.00
7 C -3.04 6.03 -2.84  0.00
8 C -3.87 5.74 -3.92  0.00
9 C -3.77 4.53 -4.58  0.00
10 C -2.83 3.59 -4.16  0.00
11 C 0.87 3.45 -2.67  0.00
12 C 1.24 4.47 -1.80  0.00
13 C 2.45 5.13 -1.96  0.00
14 C 3.30 4.76 -2.99  0.00
15 C 2.95 3.74 -3.86  0.00
16 C 1.73 3.09 -3.70  0.00
17 H -1.47 5.34 -1.58  0.00
18 H -3.13 6.98 -2.33  0.00
19 H -4.60 6.47 -4.24  0.00
20 H -4.41 4.31 -5.42  0.00
21 H -2.74 2.64 -4.68  0.00
22 H 0.58 4.77 -0.98  0.00
23 H 2.72 5.93 -1.29  0.00
24 H 4.24 5.29 -3.13  0.00
25 H 3.60 3.46 -4.67  0.00
26 H 1.44 2.30 -4.39  0.00
27 Br 0.08 -8.69 0.87  0.01
28 C -0.12 -7.46 2.26  0.05
29 C 0.57 -7.65 3.45  -0.02
30 C 0.41 -6.74 4.47  0.05
31 C -0.41 -5.63 4.28  0.06
32 C -1.13 -5.45 3.09  0.03
33 C -0.99 -6.37 2.08  -0.02
34 N -0.52 -4.75 5.37  0.16
35 N -1.00 -3.64 5.35  0.26
36 C -1.01 -2.61 4.48  0.12
37 C -2.09 -1.71 4.59  0.05
38 C -2.25 -0.64 3.75  -0.01
39 C -1.28 -0.39 2.77  0.10
40 O -1.38 0.61 1.95  0.08
41 C -0.10 -1.24 2.71  0.05
42 N 0.84 -0.86 1.81  0.01
43 C 1.97 -1.54 1.73  -0.02
44 C 2.23 -2.63 2.57  0.02
45 C 1.29 -3.03 3.47  0.00
46 C 0.06 -2.34 3.55  0.01
47 H 1.21 -8.51 3.57  0.00
48 H 0.91 -6.87 5.42  0.00
49 H -1.82 -4.62 2.98  0.00
50 H -1.55 -6.28 1.16  0.00
51 H -2.82 -1.91 5.37  -0.01
52 H -3.09 0.02 3.83  0.00
53 H 2.70 -1.20 1.00  0.00
54 H 3.18 -3.14 2.50  0.00
55 H 1.50 -3.85 4.14  0.01
56 N -2.87 -0.58 -0.23  0.00
57 C -1.76 -1.07 -0.77  0.00
58 N -0.54 -0.57 -0.58  0.00
59 C 0.41 -1.23 -1.37  0.00
60 C -0.06 -2.29 -2.04  0.00
61 S -1.76 -2.46 -1.79  0.00
62 C 1.67 -0.52 -1.48  0.00
63 C 2.72 -0.77 -2.29  0.00
64 S 3.85 0.53 -2.20  0.00
65 C 2.85 1.34 -1.06  0.00
66 N 1.74 0.67 -0.76  -0.01
67 N 3.21 2.52 -0.55  0.00
68 H -2.83 0.33 0.22  0.00
69 H -3.77 -0.92 -0.53  0.00
70 H 0.46 -2.91 -2.75  0.00
71 H 2.86 -1.58 -2.98  0.00
72 H 4.06 2.96 -0.85  0.00
73 H 2.72 2.95 0.23  0.00
74 O 1.17 2.00 1.63  -0.05
75 O 1.97 2.81 2.15  -0.07

The expectation value of S² is 0.8064. Its HOMO energy (spin up / spin down) is -0.4601 / -0.4602 Ha. As for the total energy: -10476.39319 Eh. The HOMO-LUMO gap (spin up / spin down) is 5.3 / 4.6 eV. The calculation puts the LUMO energy (spin up / spin down) at -7.23 / -7.90 eV. Its spin multiplicity is 2. As for the net charge: +2.

---

Entry 4:
Formula: C33H25ClCrN4O4S3
Source: the Open Molecules 2025 dataset
Level of theory: ωB97M-V/def2-TZVPD

Last column: Mulliken spin population.
Atoms and positions in Å:
1 Cr 0.56 -0.44 -0.33  3.20
2 C -3.00 -2.55 1.07  0.00
3 C -3.76 -2.61 -0.08  0.01
4 C -3.22 -2.12 -1.26  0.00
5 C -1.94 -1.60 -1.25  0.01
6 N -1.22 -1.53 -0.12  -0.06
7 C -1.74 -1.99 1.01  0.03
8 C -1.26 -1.11 -2.49  -0.04
9 C -1.75 -1.34 -3.76  0.00
10 C -0.98 -0.97 -4.85  0.01
11 C 0.26 -0.40 -4.64  -0.01
12 C 0.68 -0.19 -3.33  0.02
13 N -0.08 -0.52 -2.29  -0.08
14 H -3.37 -2.92 2.02  0.00
15 H -4.76 -3.03 -0.07  0.00
16 H -3.79 -2.13 -2.17  0.00
17 H -1.11 -1.92 1.89  0.00
18 H -2.71 -1.83 -3.89  0.00
19 H -1.35 -1.14 -5.85  0.00
20 H 0.90 -0.11 -5.46  0.00
21 H 1.63 0.28 -3.09  0.01
22 O -1.72 1.68 -1.57  0.00
23 S -1.49 2.21 -0.25  0.01
24 O -1.02 3.55 -0.09  0.00
25 N -0.64 1.11 0.54  -0.06
26 C -0.31 1.33 1.90  0.01
27 C -0.76 2.33 2.73  0.01
28 C -0.39 2.36 4.10  -0.01
29 C 0.40 1.40 4.65  0.01
30 C 0.91 0.37 3.83  -0.01
31 C 1.74 -0.68 4.30  0.01
32 C 2.17 -1.65 3.45  -0.01
33 C 1.81 -1.58 2.09  0.03
34 N 1.05 -0.61 1.64  -0.07
35 C 0.57 0.36 2.47  0.02
36 C -3.09 2.17 0.56  0.01
37 C -3.77 0.97 0.67  0.00
38 C -5.04 0.94 1.23  0.00
39 C -5.63 2.12 1.66  0.00
40 C -4.95 3.33 1.54  0.00
41 C -3.67 3.36 0.98  0.00
42 H -1.37 3.12 2.34  0.00
43 H -0.77 3.16 4.72  0.00
44 H 0.66 1.42 5.71  0.00
45 H 2.04 -0.68 5.34  0.00
46 H 2.81 -2.45 3.78  0.00
47 H 2.15 -2.30 1.36  -0.01
48 H -3.30 0.06 0.33  0.00
49 H -5.57 0.00 1.31  0.00
50 H -6.62 2.11 2.10  0.00
51 H -5.41 4.25 1.86  0.00
52 H -3.12 4.28 0.87  0.00
53 S 4.39 -0.74 0.74  0.01
54 C 4.71 0.49 -0.46  0.01
55 C 6.05 0.69 -0.87  0.00
56 C 6.44 1.68 -1.77  0.01
57 C 5.50 2.54 -2.30  0.00
58 C 4.17 2.36 -1.93  0.00
59 C 3.75 1.36 -1.05  0.00
60 S 1.98 1.41 -0.77  -0.06
61 H 6.79 0.04 -0.43  0.00
62 H 7.49 1.78 -2.04  0.00
63 H 5.78 3.32 -2.99  0.00
64 H 3.41 3.03 -2.33  0.00
65 Cl 2.99 -4.96 -0.40  0.00
66 C 2.44 -4.01 -1.83  0.00
67 C 1.25 -3.14 -1.44  0.01
68 O 0.12 -3.53 -1.71  0.01
69 O 1.61 -2.06 -0.86  -0.02
70 H 2.14 -4.72 -2.59  0.00
71 H 3.27 -3.40 -2.15  0.00

The expectation value of S² is 3.8029. Its HOMO energy (spin up / spin down) is -0.1031 / -0.1035 Ha. As for the total energy: -4491.95538 Eh. The HOMO-LUMO gap (spin up / spin down) is 4.5 / 4.4 eV. The calculation puts the LUMO energy (spin up / spin down) at 1.67 / 1.56 eV. Its spin multiplicity is 4. As for the net charge: -1.

---

Entry 5:
Formula: C33H25FNO4PPdSe
Source: the Open Molecules 2025 dataset
Level of theory: ωB97M-V/def2-TZVPD

Last column: Mulliken charge in e.
Atoms and positions in Å:
1 Pd 0.85 1.12 -0.49  -0.43
2 C -6.32 -0.27 0.60  -1.45
3 C -5.20 -0.58 1.61  -0.23
4 C -5.67 -0.34 3.05  -1.08
5 C -5.89 1.14 3.30  -1.13
6 C -4.67 1.91 2.89  1.51
7 C -4.41 3.15 3.50  -0.88
8 C -3.28 3.86 3.15  0.26
9 F -3.06 5.07 3.75  -0.39
10 C -2.37 3.38 2.24  -1.13
11 C -2.61 2.13 1.63  0.00
12 C -1.66 1.62 0.69  2.18
13 O -0.64 2.30 0.34  -1.11
14 C -1.94 0.33 0.12  -0.19
15 C -3.08 -0.33 0.43  -0.47
16 N -4.01 0.18 1.33  0.24
17 C -3.78 1.40 1.95  -0.55
18 C -0.82 -0.30 -0.65  0.51
19 O -0.93 -0.80 -1.80  -0.82
20 O 0.78 -2.01 -0.08  -0.51
21 H -7.22 -0.83 0.84  0.39
22 H -6.00 -0.53 -0.40  0.40
23 H -6.54 0.80 0.61  0.35
24 H -4.95 -1.65 1.51  0.50
25 H -4.88 -0.69 3.72  0.38
26 H -6.58 -0.91 3.24  0.43
27 H -6.09 1.31 4.37  0.41
28 H -6.78 1.49 2.76  0.33
29 H -5.09 3.55 4.24  0.47
30 H -1.49 3.92 1.96  0.68
31 H -3.31 -1.31 0.04  0.51
32 O 0.32 -0.48 1.49  -0.82
33 C 0.22 -0.77 0.29  -0.38
34 C 0.99 -2.33 -1.38  0.55
35 C 0.46 -3.50 -1.92  -0.76
36 C 0.78 -3.88 -3.21  -0.54
37 C 1.65 -3.11 -3.98  -0.72
38 C 2.23 -1.98 -3.43  -0.82
39 C 1.94 -1.60 -2.13  0.12
40 P 2.50 -0.10 -1.31  2.26
41 C 3.82 0.49 -2.40  0.42
42 C 5.17 0.24 -2.19  -0.24
43 C 6.12 0.80 -3.03  -0.68
44 C 5.72 1.61 -4.08  -0.43
45 C 4.38 1.87 -4.30  -0.72
46 C 3.43 1.31 -3.46  -0.45
47 C 3.39 -0.68 0.18  0.09
48 C 3.99 -1.93 0.28  -0.13
49 C 4.60 -2.32 1.45  -0.70
50 C 4.63 -1.45 2.54  -0.40
51 C 4.04 -0.20 2.44  -0.77
52 C 3.41 0.19 1.27  0.05
53 H -0.24 -4.08 -1.33  0.40
54 H 0.34 -4.78 -3.64  0.33
55 H 1.88 -3.41 -4.99  0.37
56 H 2.93 -1.39 -4.01  0.42
57 H 5.48 -0.38 -1.36  0.31
58 H 7.17 0.62 -2.85  0.35
59 H 6.47 2.06 -4.73  0.33
60 H 4.07 2.53 -5.10  0.36
61 H 2.38 1.52 -3.58  0.37
62 H 3.96 -2.61 -0.57  0.41
63 H 5.06 -3.30 1.53  0.37
64 H 5.09 -1.77 3.47  0.34
65 H 4.06 0.47 3.29  0.37
66 H 2.94 1.17 1.18  0.24
67 Se 2.25 3.07 -0.86  -1.06

Its HOMO energy (spin up / spin down) is 0.0351 / 0.0319 Ha. As for the total energy: -4598.78185 Eh. The HOMO-LUMO gap (spin up / spin down) is 2.9 / 3.0 eV. The calculation puts the LUMO energy (spin up / spin down) at 3.87 / 3.87 eV. As for the net charge: -2.

---

Entry 6:
Formula: C33H26AsN2O10PPtS2
Source: the Open Molecules 2025 dataset
Level of theory: ωB97M-V/def2-TZVPD

Last column: Mulliken charge in e.
Atoms and positions in Å:
1 Pt 0.87 -0.20 -0.47  5.50
2 O 2.55 -0.32 2.49  -0.62
3 S 2.94 0.81 1.73  1.38
4 O 4.30 1.24 1.72  -0.77
5 O 2.49 0.77 0.26  -1.03
6 C 1.94 2.16 2.31  0.46
7 C 2.58 3.17 2.99  -0.50
8 C 1.84 4.21 3.56  -0.78
9 C 0.46 4.20 3.42  -1.07
10 C -0.17 3.21 2.70  -0.55
11 C 0.55 2.15 2.12  0.16
12 P -0.42 0.96 1.09  0.02
13 C -1.63 2.12 0.39  -0.48
14 C -2.98 1.83 0.44  -0.14
15 C -3.90 2.72 -0.11  -0.79
16 C -3.46 3.90 -0.69  -0.61
17 C -2.10 4.19 -0.74  -0.99
18 C -1.19 3.30 -0.20  -0.06
19 C -1.41 -0.10 2.18  -0.08
20 C -1.66 -1.44 1.87  0.02
21 C -2.47 -2.20 2.70  -0.61
22 C -3.02 -1.65 3.84  -0.74
23 C -2.78 -0.31 4.15  -0.90
24 C -1.98 0.45 3.33  -0.20
25 H 3.65 3.13 3.07  0.60
26 H 2.34 5.00 4.10  0.41
27 H -0.13 4.99 3.86  0.43
28 H -1.24 3.28 2.57  0.41
29 H -3.33 0.91 0.89  0.46
30 H -4.96 2.50 -0.07  0.44
31 H -4.17 4.60 -1.11  0.42
32 H -1.75 5.11 -1.19  0.45
33 H -0.13 3.52 -0.25  0.51
34 H -1.23 -1.88 0.99  0.49
35 H -2.65 -3.24 2.45  0.33
36 H -3.64 -2.25 4.49  0.41
37 H -3.21 0.12 5.05  0.47
38 H -1.80 1.48 3.59  0.30
39 O 3.01 -3.17 -0.37  -0.70
40 As 1.76 -3.20 0.84  0.81
41 O 2.33 -3.76 2.24  -0.75
42 O 0.99 -1.65 0.85  -0.62
43 C 0.12 -4.21 0.44  -0.38
44 C -0.12 -5.24 1.33  -0.49
45 C -1.35 -5.89 1.36  -0.60
46 C -2.36 -5.50 0.50  -0.77
47 C -2.14 -4.47 -0.41  -0.35
48 C -0.91 -3.84 -0.43  0.55
49 S -0.59 -2.68 -1.74  1.66
50 O 0.78 -2.92 -2.08  -0.69
51 O -1.58 -2.81 -2.77  -0.80
52 O -0.77 -1.26 -1.10  -1.29
53 H 2.69 -2.72 -1.17  0.39
54 H 0.66 -5.51 2.04  0.55
55 H -1.52 -6.70 2.06  0.40
56 H -3.32 -6.00 0.52  0.41
57 H -2.90 -4.18 -1.12  0.48
58 O 2.35 -0.85 -1.71  -0.12
59 C 2.75 -0.41 -2.85  0.73
60 C 3.80 -1.13 -3.48  -0.85
61 C 4.44 -0.64 -4.58  -0.61
62 C 4.06 0.59 -5.15  -0.87
63 C 3.01 1.27 -4.60  -0.79
64 C 2.34 0.79 -3.46  -0.07
65 C 1.07 1.36 -3.08  0.63
66 N 0.31 1.03 -2.03  0.15
67 C -0.99 1.38 -2.34  -0.70
68 C -1.00 2.04 -3.51  -1.07
69 N 0.31 2.05 -3.95  -0.04
70 H 4.12 -2.06 -3.02  0.41
71 H 5.26 -1.20 -5.02  0.41
72 H 4.58 0.97 -6.02  0.40
73 H 2.70 2.21 -5.04  0.43
74 H -1.82 1.09 -1.73  0.75
75 H -1.80 2.47 -4.08  0.48
76 H 0.63 2.31 -4.86  0.22

Its HOMO energy is -0.2968 Ha. As for the total energy: -5627.86809 Eh. The HOMO-LUMO gap is 6.9 eV. The calculation puts the LUMO energy at -1.13 eV.